{"formula": "C40H41F12Ge2IrN4O6S", "method": "ωB97M-V with the def2-TZVPD basis set", "total_energy_ha": -8074.2077, "max_force_ev_per_a": 0.79, "species": ["Ir", "C", "C", "C", "C", "C", "N", "C", "C", "C", "C", "C", "C", "C", "C", "O", "C", "F", "F", "F", "C", "F", "F", "F", "C", "C", "C", "O", "C", "F", "F", "F", "C", "F", "F", "F", "H", "H", "H", "H", "H", "H", "H", "H", "H", "H", "H", "H", "C", "N", "C", "C", "O", "N", "C", "N", "H", "H", "H", "H", "H", "H", "H", "C", "Ge", "C", "C", "Ge", "C", "C", "C", "C", "C", "C", "C", "C", "C", "C", "C", "C", "H", "H", "H", "H", "H", "H", "H", "H", "H", "H", "H", "H", "H", "H", "H", "H", "H", "H", "H", "C", "S", "O", "O", "O", "H", "H", "H"], "xyz": [[-0.546, 1.689, 0.038], [4.662, 2.920, -4.563], [3.771, 2.614, -3.390], [4.085, 3.052, -2.105], [3.269, 2.740, -1.040], [2.108, 1.973, -1.195], [1.388, 1.633, -0.040], [2.117, 1.074, 1.026], [3.194, 0.227, 0.712], [3.961, -0.370, 1.688], [3.694, -0.159, 3.039], [4.544, -0.783, 4.112], [2.615, 0.647, 3.354], [1.812, 1.253, 2.389], [0.583, 2.091, 2.747], [-0.502, 1.680, 2.003], [0.080, 1.888, 4.210], [-0.079, 0.586, 4.478], [0.930, 2.384, 5.136], [-1.096, 2.475, 4.405], [1.023, 3.597, 2.646], [2.217, 3.768, 3.234], [0.174, 4.455, 3.230], [1.170, 4.019, 1.372], [1.741, 1.584, -2.499], [2.597, 1.898, -3.555], [0.384, 0.885, -2.731], [-0.631, 1.481, -2.014], [0.514, -0.632, -2.450], [-0.612, -1.285, -2.780], [0.758, -0.872, -1.153], [1.517, -1.188, -3.143], [-0.106, 1.048, -4.207], [0.605, 0.350, -5.107], [-0.043, 2.349, -4.570], [-1.379, 0.680, -4.350], [5.701, 3.026, -4.250], [4.372, 3.850, -5.057], [4.614, 2.126, -5.309], [4.980, 3.641, -1.939], [3.527, 3.069, -0.041], [3.411, 0.028, -0.329], [4.777, -1.020, 1.394], [4.836, -1.799, 3.844], [4.011, -0.824, 5.062], [5.461, -0.212, 4.274], [2.395, 0.815, 4.400], [2.348, 1.568, -4.554], [-0.343, 6.885, -1.454], [-0.961, 5.733, -0.840], [-1.625, 5.775, 0.444], [-1.791, 4.299, 0.772], [-2.396, 3.860, 1.701], [-1.125, 3.573, -0.237], [-0.683, 4.453, -1.150], [-0.071, 4.066, -2.247], [-0.981, 7.752, -1.293], [-0.250, 6.748, -2.530], [0.646, 7.088, -1.033], [-2.599, 6.260, 0.382], [-1.024, 6.257, 1.219], [-0.109, 3.056, -2.408], [0.232, 4.713, -2.950], [-3.487, -5.888, -0.025], [-3.919, -3.978, -0.095], [-5.301, -3.615, 1.242], [-4.567, -3.591, -1.914], [-1.808, -2.840, 0.336], [-1.119, -2.945, 2.133], [-1.603, -3.974, 2.939], [-1.021, -4.242, 4.170], [0.060, -3.486, 4.596], [0.542, -2.454, 3.805], [-0.051, -2.173, 2.582], [-0.489, -3.653, -0.837], [-0.883, -4.206, -2.054], [0.010, -4.928, -2.831], [1.315, -5.106, -2.394], [1.722, -4.558, -1.186], [0.825, -3.839, -0.410], [-4.413, -6.445, -0.181], [-3.070, -6.175, 0.940], [-2.773, -6.163, -0.801], [-6.269, -3.497, 0.754], [-5.082, -2.720, 1.820], [-5.362, -4.464, 1.924], [-5.611, -3.274, -1.885], [-4.504, -4.505, -2.505], [-3.989, -2.819, -2.420], [-2.445, -4.577, 2.614], [-1.409, -5.040, 4.790], [0.523, -3.696, 5.552], [1.380, -1.857, 4.139], [0.333, -1.349, 1.987], [-1.893, -4.057, -2.420], [-0.309, -5.345, -3.778], [2.014, -5.675, -2.994], [2.742, -4.688, -0.847], [1.159, -3.417, 0.531], [-4.277, -0.185, -0.912], [-3.096, -0.128, 0.393], [-2.693, 1.279, 0.477], [-3.635, -0.754, 1.563], [-1.901, -0.954, -0.125], [-4.962, 0.645, -0.751], [-4.809, -1.132, -0.868], [-3.749, -0.065, -1.855]], "mulliken_charge": [3.14, -1.65, 0.65, -1.13, -0.05, -0.24, 0.89, -0.52, 0.07, -1.33, 0.91, -2.00, -0.24, -0.69, 1.63, -1.40, -0.04, -0.10, -0.29, -0.22, 0.13, -0.31, -0.31, -0.06, -0.34, -0.74, 1.61, -1.60, -0.02, -0.15, 0.11, -0.34, 0.39, -0.24, -0.25, -0.25, 0.42, 0.27, 0.40, 0.39, 0.57, 0.57, 0.40, 0.40, 0.38, 0.40, 0.50, 0.53, -1.09, 0.04, -0.64, 0.17, -0.47, 0.31, 0.56, 0.06, 0.37, 0.36, 0.32, 0.36, 0.32, -0.32, 0.23, -1.26, 1.24, -1.27, -1.46, 0.19, 0.41, -0.44, -0.83, -0.82, -0.59, 0.04, 0.08, 0.00, -0.79, -0.71, -0.64, -0.12, 0.47, 0.38, 0.37, 0.42, 0.35, 0.43, 0.47, 0.44, 0.39, 0.17, 0.40, 0.39, 0.46, 0.66, 0.25, 0.41, 0.39, 0.43, 0.47, -0.99, 1.03, -0.60, -0.58, -1.35, 0.51, 0.15, 0.21]}

{"formula": "C4H10O2", "method": "ωB97M-V with the def2-TZVPD basis set", "total_energy_ha": -308.8609, "smiles": "COC[C@@H](C)O", "max_force_ev_per_a": 0.37, "species": ["C", "O", "C", "C", "C", "O", "H", "H", "H", "H", "H", "H", "H", "H", "H", "H"], "xyz": [[2.415, -0.669, -0.396], [1.407, 0.018, 0.301], [0.230, 0.296, -0.433], [-0.882, 0.392, 0.606], [-2.263, 0.553, -0.001], [-0.876, -0.791, 1.377], [1.994, -1.475, -1.014], [3.004, -0.002, -1.041], [3.077, -1.108, 0.355], [0.013, -0.529, -1.131], [0.327, 1.228, -1.012], [-0.661, 1.263, 1.247], [-3.008, 0.593, 0.799], [-2.504, -0.299, -0.646], [-2.332, 1.477, -0.585], [0.060, -0.947, 1.576]], "nbo_charge": [-0.24, -0.56, -0.08, 0.08, -0.62, -0.72, 0.17, 0.17, 0.19, 0.17, 0.17, 0.16, 0.22, 0.21, 0.21, 0.48]}

{"formula": "C3H7NO2", "method": "ωB97M-V with the def2-TZVPD basis set", "total_energy_ha": -323.7050, "smiles": "[H]/N=C(/C)C(O)O", "max_force_ev_per_a": 3.33, "species": ["H", "N", "C", "C", "C", "O", "O", "H", "H", "H", "H", "H", "H"], "xyz": [[-1.566, -0.412, -1.632], [-1.654, -0.372, -0.617], [-0.548, -0.329, -0.001], [-0.517, -0.454, 1.490], [0.729, 0.052, -0.704], [0.258, 0.753, -1.990], [1.615, 0.854, -0.001], [0.246, -1.168, 1.801], [-1.492, -0.780, 1.840], [-0.300, 0.513, 1.947], [1.228, -0.839, -1.113], [0.174, 1.709, -1.875], [1.827, 0.472, 0.857]], "nbo_charge": [0.36, -0.59, 0.24, -0.68, 0.32, -0.75, -0.71, 0.21, 0.25, 0.23, 0.16, 0.48, 0.48]}

{"formula": "C3H2IO2S", "method": "ωB97M-V with the def2-TZVPD basis set", "total_energy_ha": -961.7725, "max_force_ev_per_a": 4.24, "charge": -1, "species": ["C", "C", "C", "O", "O", "S", "I", "H", "H"], "xyz": [[-1.662, -0.780, -0.324], [-1.057, 0.208, -0.001], [-1.101, 1.598, 0.050], [2.547, -0.965, 1.053], [2.019, -1.216, -1.341], [1.500, -0.890, 0.004], [1.104, 1.988, -0.098], [-1.825, -1.853, -0.394], [-1.524, 1.910, 1.048]], "nbo_charge": [-0.38, -0.15, -0.60, -0.91, -0.90, 1.61, -0.06, 0.21, 0.18]}